The following is a quantum chemistry calculation of C32H24F3N8O2PdS as an isolated structure in a non-equilibrium geometry, from the OMol25 dataset.

Properties
* E: -72048.6525 eV
* relative energy (zero: lowest compared OMol25 entry of this formula, charge and spin): 10.5 kcal/mol
* LUMO level (alpha / beta): -4.84 / -4.84 eV
* frontier orbital gap (alpha / beta): 5.64 / 5.64 eV
* HOMO level (alpha / beta): -10.48 / -10.48 eV

Structure (ORCA input):
```
! RIJCOSX wB97M-V def2-TZVPD def2/J DEFGRID3
* xyz 1 1
Pd -0.003 -0.216 -0.299
N 3.893 5.471 -4.507
C 3.484 4.682 -3.468
C 3.146 5.252 -2.232
C 2.715 4.462 -1.189
C 2.609 3.086 -1.366
C 2.944 2.503 -2.582
C 3.377 3.293 -3.626
S 2.014 2.116 -0.052
O 2.468 2.667 1.197
O 2.361 0.714 -0.334
N 0.401 2.074 -0.184
C -0.409 2.396 0.888
N -0.317 3.549 1.539
C -1.144 3.699 2.568
C -2.077 2.738 2.939
C -2.134 1.603 2.157
N -1.312 1.427 1.124
H 4.153 6.424 -4.325
H 4.317 5.044 -5.310
H 3.233 6.323 -2.098
H 2.464 4.899 -0.231
H 2.900 1.427 -2.689
H 3.659 2.841 -4.569
H -1.061 4.633 3.112
H -2.737 2.879 3.781
H -2.848 0.808 2.348
N -1.106 -8.941 4.960
C -1.018 -7.935 4.415
C -0.910 -6.674 3.728
C 0.286 -6.323 3.109
C 0.386 -5.108 2.454
C -0.706 -4.247 2.402
C -1.903 -4.608 3.018
C -2.005 -5.813 3.688
C -0.594 -2.944 1.700
C -1.426 -2.718 0.577
C -2.369 -3.585 0.043
C -3.017 -2.913 -1.003
C -2.445 -1.666 -1.085
N -1.510 -1.503 -0.103
C 0.292 -2.017 2.168
C 1.055 -2.081 3.372
C 1.737 -0.906 3.488
C 1.402 -0.132 2.354
N 0.547 -0.773 1.567
H 1.128 -7.000 3.144
H 1.313 -4.829 1.968
H -2.749 -3.933 2.986
H -2.926 -6.093 4.180
H -2.576 -4.577 0.407
H -3.827 -3.275 -1.614
H -2.700 -0.881 -1.770
H 1.031 -2.901 4.072
H 2.393 -0.592 4.282
H 1.752 0.865 2.146
F 0.219 -2.405 -2.010
C 1.019 -1.702 -1.219
F 1.564 -2.501 -0.324
F 1.983 -1.193 -1.968
C -1.538 2.069 -4.250
C -0.448 1.230 -4.379
C -0.050 0.465 -3.298
N -0.690 0.505 -2.125
C -1.751 1.322 -1.999
C -2.208 2.104 -3.035
H -1.863 2.684 -5.077
H 0.105 1.160 -5.304
H 0.793 -0.197 -3.384
H -2.232 1.339 -1.032
H -3.067 2.740 -2.881
*
```